No. 1
20
Properties=species:S:1:pos:R:3 method="wB97M-V/def2-TZVPD" de_lowest_kcal_mol=87.48 homo_ev=-14.22 charge=+1 orbital_gap_ev=10.62 e_tot_ev=-9840.41852 spin_multiplicity=1 lumo_energy_ev=-3.6 smiles="CN1[NH2+]C=C[C@@]1(C)N"
C -0.2553 -1.8293 -0.5268
N 0.3468 -0.7049 0.1540
N 1.6830 -0.4067 -0.2857
C 1.8287 0.9826 0.1157
C 0.6930 1.5919 0.3317
C -0.4307 0.5810 0.1636
C -1.3527 0.2917 1.3557
N -1.2228 0.7127 -0.9902
H -1.1555 -1.9654 0.0292
H -0.6541 -1.8875 -1.5443
H 0.4763 -2.6385 -0.2683
H 1.6203 -0.5213 -1.3908
H 2.2142 -1.1676 0.0817
H 2.8287 1.3737 0.2143
H 0.4094 2.6037 0.6035
H -1.6979 1.1674 1.9449
H -0.9625 -0.4509 2.0484
H -2.1463 -0.1007 0.7613
H -0.5405 0.7418 -1.7350
H -1.6821 1.6261 -1.0629

---

No. 2
20
Properties=species:S:1:pos:R:3 method="wB97M-V/def2-TZVPD" de_lowest_kcal_mol=57.58 homo_ev=-12.29 charge=+1 orbital_gap_ev=8.07 e_tot_ev=-9841.71473 spin_multiplicity=1 lumo_energy_ev=-4.2 smiles="C=C(N)[C@@H](C=[NH2+])CN"
C 1.3096 -0.9301 1.7981
C 1.3947 -0.4548 0.5446
N 2.5431 0.1618 0.1010
C 0.2385 -0.2207 -0.3237
C -0.8296 -1.3179 -0.1867
N -2.0808 -1.0359 -0.2775
C -0.4047 1.1589 -0.2135
N -1.5748 1.2470 -1.0865
H 0.3546 -1.0063 2.1692
H 2.1567 -1.0545 2.5178
H 2.9301 -0.0759 -0.7897
H 3.2877 0.1435 0.8358
H 0.6691 -0.2954 -1.3461
H -0.6089 -2.3548 -0.1306
H -2.7810 -1.7578 0.1667
H -2.2191 0.0369 -0.5384
H -0.6055 1.2532 0.8849
H 0.2106 2.1231 -0.2093
H -2.0651 2.0870 -1.3179
H -1.3164 0.9234 -2.0026

---

No. 3
20
Properties=species:S:1:pos:R:3 method="wB97M-V/def2-TZVPD" de_lowest_kcal_mol=134.19 homo_ev="-13.81 / -13.79" charge=+1 orbital_gap_ev="8.01 / 7.95" e_tot_ev=-9838.39297 spin_multiplicity=1 lumo_energy_ev="-5.8 / -5.8"
C -1.1553 -2.9987 1.0972
C 0.7957 2.8434 -0.7178
C -0.3575 1.9003 -0.6848
C -0.1055 0.5723 -1.2099
C 0.8565 -0.1827 -0.2725
N -0.1235 -2.2639 0.5948
N -0.0168 -0.9079 0.5759
N -1.2612 -3.2592 2.3170
H 1.6259 2.5444 -0.1476
H 1.0703 3.0549 -1.7143
H 0.6170 3.8263 -0.3417
H -0.9356 1.6712 0.2667
H -1.1244 2.4186 -1.3631
H -1.0362 0.0605 -1.1050
H 0.1975 0.5825 -2.1943
H 1.3745 0.5574 0.3509
H 1.5152 -0.7828 -0.8980
H 0.4798 -2.7227 -0.1045
H -1.8389 -4.0144 2.5394
H -0.5773 -2.8996 3.0116

---

No. 4
20
Properties=species:S:1:pos:R:3 method="wB97M-V/def2-TZVPD" de_lowest_kcal_mol=74.99 homo_ev=-12.88 charge=+1 orbital_gap_ev=8.84 e_tot_ev=-9840.95984 spin_multiplicity=1 lumo_energy_ev=-4.0
C -1.8977 -1.2795 -0.1140
C -0.9887 -0.2435 0.4609
N -1.1185 1.1226 0.3838
C 0.1399 1.9758 0.3324
N 0.8561 1.3635 -0.7458
C 0.7292 -0.0715 -0.8991
C 1.6429 -0.8866 -0.3238
N 2.4154 -0.5847 0.7413
H -2.5444 -0.7562 -0.8944
H -2.3126 -1.7055 0.7694
H -1.3810 -2.0293 -0.5515
H -0.3568 -0.6767 1.3711
H -1.7782 1.5077 -0.2879
H -0.2801 2.9140 0.2000
H 0.4825 1.8915 1.3774
H 0.7375 1.9942 -1.5140
H 0.3873 -0.5686 -1.7372
H 1.6186 -1.9959 -0.5963
H 3.1868 -1.0995 1.0931
H 2.6178 0.3201 1.1239

---

No. 5
20
Properties=species:S:1:pos:R:3 method="wB97M-V/def2-TZVPD" de_lowest_kcal_mol=58.04 homo_ev="-9.28 / -14.45" charge=+1 orbital_gap_ev="6.12 / 7.95" e_tot_ev=-9836.44776 spin_multiplicity=3 lumo_energy_ev="-3.2 / -6.5"
C -1.7933 -1.0722 -0.1554
C 0.3161 -0.3256 0.4123
C -2.4823 -0.4084 0.9767
C 2.3095 1.1017 0.0857
C 0.4240 1.0006 -1.5963
N -2.0592 -1.6301 -1.1854
N 1.0116 0.5715 -0.3058
N 0.7639 -0.8399 1.5312
H -2.3738 -1.0072 1.8286
H -3.5442 -0.5321 0.7201
H -1.8564 0.4593 1.0943
H 2.4380 2.0534 0.6838
H 2.8959 0.3260 0.6550
H 2.8985 1.3432 -0.8418
H 0.7214 0.2035 -2.1916
H -0.6823 1.2626 -1.5738
H 1.0062 1.8430 -1.9750
H -2.0323 -1.9767 -2.0494
H 0.4007 -1.7212 1.8756
H 1.6379 -0.6513 2.0112

---

No. 6
21
Properties=species:S:1:pos:R:3 method="wB97M-V/def2-TZVPD" de_lowest_kcal_mol=35.29 homo_ev=-11.64 charge=+1 orbital_gap_ev=8.42 e_tot_ev=-11890.62844 spin_multiplicity=1 lumo_energy_ev=-3.2 smiles="CO/C=C/NCC(N)=[NH2+]"
C -1.6788 -2.3838 1.7225
O -0.6185 -2.2605 0.7997
C -0.1280 -1.0241 0.5427
C -0.5118 0.1282 1.0852
N -0.0356 1.4062 0.6973
C 1.1710 1.4738 -0.0885
C 0.9047 0.9753 -1.4867
N 1.9107 0.7465 -2.2993
N -0.3413 0.7922 -1.8280
H -1.9237 -3.4431 1.7496
H -2.5540 -1.8140 1.3974
H -1.3807 -2.0550 2.7219
H 0.6740 -1.1104 -0.1770
H -1.2849 0.1781 1.8283
H -0.0386 2.0543 1.4720
H 2.0143 0.9030 0.3351
H 1.4820 2.5211 -0.1616
H 1.7686 0.4101 -3.2421
H 2.8636 0.9090 -2.0096
H -0.6229 0.4549 -2.7373
H -1.0487 0.9922 -1.1294

---

No. 7
21
Properties=species:S:1:pos:R:3 method="wB97M-V/def2-TZVPD" de_lowest_kcal_mol=111.36 homo_ev=-12.35 charge=+1 orbital_gap_ev=9.23 e_tot_ev=-11887.32979 spin_multiplicity=1 lumo_energy_ev=-3.1
C 2.1647 -0.9416 -0.4088
C -1.7451 -1.0997 -0.0326
C 1.3464 -2.0244 0.1489
C 1.1192 2.0139 1.0033
C 1.0097 1.2429 -0.2646
N 1.8052 0.2569 -0.4818
N -2.6878 -0.4361 0.4612
N 0.1713 1.6617 -1.2010
O -4.0715 -0.3493 0.0951
H 3.1564 -1.1793 -0.7872
H -2.0522 -1.7164 -0.8888
H 0.3008 -1.7186 0.2837
H 1.4110 -2.9041 -0.4887
H 1.7667 -2.3127 1.1143
H 0.3604 1.6505 1.6970
H 0.9466 3.0730 0.8293
H 2.0914 1.8780 1.4676
H -2.5988 0.1667 1.2726
H -0.3230 2.5347 -1.1095
H 0.0776 1.1577 -2.0700
H -4.2490 -0.9540 -0.6400

---

No. 8
21
Properties=species:S:1:pos:R:3 method="wB97M-V/def2-TZVPD" de_lowest_kcal_mol=92.22 homo_ev="-12.29 / -12.29" charge=+1 orbital_gap_ev="7.02 / 7.03" e_tot_ev=-20674.85342 spin_multiplicity=1 lumo_energy_ev="-5.3 / -5.3" smiles="CN[C@H](C)N(C)C=[N+]=S"
C 1.2192 -1.9874 0.7548
N 0.7187 -1.0465 -0.1884
C -0.5034 -0.3179 0.0620
C -1.5677 -0.6814 -1.0190
N -0.2254 1.1925 0.1462
C -1.2533 2.1683 0.4479
C 1.0289 1.4552 -0.0695
N 1.9128 0.5866 -0.4594
S 3.4754 0.0820 -0.1315
H 1.1154 -2.9349 0.4137
H 2.2808 -1.7701 0.7560
H 0.8959 -1.8255 1.7286
H 0.8180 -1.2372 -1.1891
H -0.8529 -0.6140 1.0610
H -1.2987 -0.5237 -2.1634
H -2.5316 -0.1418 -0.8159
H -1.7059 -1.8084 -0.7400
H -2.1097 1.4394 0.6692
H -1.0597 2.9432 1.2299
H -1.6189 2.5892 -0.5424
H 1.2620 2.4324 0.0492

---

No. 9
24
Properties=species:S:1:pos:R:3 method="wB97M-V/def2-TZVPD" de_lowest_kcal_mol=6.54 homo_ev=-12.70 charge=+1 orbital_gap_ev=9.74 e_tot_ev=-53182.95800 spin_multiplicity=1 lumo_energy_ev=-3.0 smiles="SC[C@]1(S)NC=[NH+][C@](S)(CS)N1"
S 1.6866 -2.0901 -0.1842
C 2.1964 -0.3991 -0.8164
C 1.1184 0.6262 -0.3030
S 1.6965 2.3280 -0.8070
N 1.0310 0.3564 1.1276
C -0.0062 0.0662 1.9314
N -1.1983 0.1497 1.4887
C -1.2800 0.6506 -0.1888
S -1.3417 2.4410 -0.1438
C -2.4859 -0.2085 -0.6713
S -2.2119 -1.8901 0.0703
N -0.1390 0.3109 -0.9132
H 1.9925 -2.7541 -1.2530
H 3.0349 -0.2775 -0.2549
H 2.4070 -0.4622 -1.9243
H 2.8896 2.3728 -0.1913
H 1.8747 0.4541 1.6436
H 0.0715 -0.2313 2.9654
H -2.0094 -0.1812 2.0120
H -2.6298 2.6235 -0.5511
H -2.3806 -0.1424 -1.7933
H -3.4874 0.2814 -0.2748
H -3.3012 -2.4762 -0.5657
H -0.0909 -0.6909 -1.1113

---

No. 10
21
Properties=species:S:1:pos:R:3 method="wB97M-V/def2-TZVPD" de_lowest_kcal_mol=69.66 homo_ev=-8.61 charge=0 orbital_gap_ev=9.59 e_tot_ev=-11337.20062 spin_multiplicity=1 lumo_energy_ev=1.0 smiles=C[C@]1(N)N2[C@]1(N)[C@]2(C)N
C -0.3029 -1.6372 1.4140
C -0.5724 -0.2004 1.0891
N -1.3693 0.5078 2.0437
N -0.8993 0.1869 -0.5121
C 0.3122 0.5750 0.1855
N 0.4672 2.0103 0.4591
C 0.3402 0.1393 -1.2823
C 0.9302 -1.1809 -1.7150
N 0.4736 1.1967 -2.2949
H -0.0444 -2.2670 0.5629
H 0.5337 -1.7254 2.1119
H -1.1748 -2.1271 1.8581
H -1.9792 1.1745 1.5770
H -1.8936 -0.0908 2.6734
H -0.4322 2.4637 0.3091
H 0.7015 2.1450 1.4408
H 1.9669 -1.2761 -1.3763
H 0.3568 -2.0302 -1.3415
H 0.9255 -1.2570 -2.8069
H 0.2038 2.0782 -1.8620
H 1.4566 1.3148 -2.5335

---

No. 11
21
Properties=species:S:1:pos:R:3 method="wB97M-V/def2-TZVPD" de_lowest_kcal_mol=38.96 homo_ev=-7.72 charge=0 orbital_gap_ev=8.37 e_tot_ev=-11338.53182 spin_multiplicity=1 lumo_energy_ev=0.6
C -3.3631 0.0752 -0.3478
C -1.8578 0.0385 -0.2474
N -1.2470 0.1577 0.9035
N -1.1643 -0.2106 -1.3521
H -1.8461 0.2947 1.7060
H 0.7986 -1.9649 0.5217
H -1.6591 -0.3079 -2.2223
H -3.6873 0.4786 -1.3071
H -3.7926 0.6863 0.4448
H -3.7576 -0.9390 -0.2524
C 1.8751 -0.1677 0.1236
N 1.5506 -0.0233 -1.1344
C 2.9214 0.6899 0.7823
C 1.1773 -1.0599 0.9900
N 3.8511 1.3468 0.2267
H 2.0606 0.7326 -1.5881
H -0.0949 -0.2048 -1.3580
H 3.8227 1.2508 -0.7942
H 2.8823 0.7120 1.8728
H -0.0915 -0.3487 1.0675
H 1.6216 -1.2362 1.9649

---

No. 12
21
Properties=species:S:1:pos:R:3 method="wB97M-V/def2-TZVPD" de_lowest_kcal_mol=121.36 homo_ev=-6.70 charge=0 orbital_gap_ev=7.53 e_tot_ev=-11334.95857 spin_multiplicity=1 lumo_energy_ev=0.8
C -1.2109 0.0178 1.7955
N 0.0497 0.3855 1.1577
C 0.6729 -0.7045 -0.2487
N 0.1284 -1.9835 -0.0048
C 2.0598 -0.5935 -0.4055
H 0.8617 0.1575 1.7227
H 0.8364 -2.6887 0.1341
H -0.6583 -2.2509 -0.5772
H -1.9540 -0.1926 1.0254
H -1.5654 0.8456 2.4085
H -1.0899 -0.8726 2.4077
H 2.4808 0.3767 -0.6334
H 2.6932 -1.4053 -0.7324
C 0.0019 1.7045 0.3175
C -0.3913 0.0701 -2.3880
N -0.1716 0.1440 -1.1493
N -0.8975 2.6004 0.3429
H -1.8444 2.2577 0.4821
H 1.0297 2.0498 0.2419
H -0.9836 0.8355 -2.8797
H -0.0474 -0.7534 -3.0170